Record 1
DFT (wB97M-V/def2-TZVPD) results for a structure of composition C17H23F4N4Tl.

Geometry as ORCA input:
```
! wB97M-V def2-TZVPD RIJCOSX def2/J DEFGRID3
* xyz 0 1
Tl 0.39187 -0.00613 -0.97123
C 3.25334 1.58706 1.44498
C 2.31619 2.50511 0.67007
N 0.91714 2.06524 0.69577
C 0.39724 1.84721 2.05348
C 0.39065 3.07246 2.96361
C 0.09865 2.99518 -0.09013
C -1.38724 2.63689 -0.15619
N -1.57731 1.20792 -0.32292
C -2.78000 0.65744 -0.07169
C -2.90556 -0.75038 0.04798
F -1.78162 -1.50289 -0.08033
C -4.07822 -1.40573 0.31853
F -4.05641 -2.74562 0.42497
C -5.26700 -0.72425 0.49247
C -5.19231 0.64713 0.37765
F -6.31281 1.37441 0.51714
C -4.01752 1.31793 0.10939
F -4.09009 2.66286 -0.02859
H 4.28486 1.76527 1.13511
H 3.01155 0.53798 1.25306
H 3.19660 1.75815 2.52166
H 2.61870 2.53184 -0.38060
H 2.40802 3.53226 1.04570
H 0.99341 1.05433 2.50923
H -0.61344 1.45172 1.94741
H 1.40012 3.44095 3.16328
H -0.06325 2.80960 3.92032
H -0.19287 3.88960 2.53484
H 0.51721 3.00388 -1.10283
H 0.19552 4.01830 0.29319
H -1.80245 3.20918 -0.99325
H -1.88450 3.01280 0.74521
H -6.19744 -1.23066 0.70546
C 4.95708 -2.94549 1.43202
C 3.51043 -2.60241 1.58136
C 2.61140 -2.79659 2.60406
C 1.38873 -2.25427 2.14603
N 1.52662 -1.76528 0.92509
N 2.81581 -1.98406 0.60258
C 0.06980 -2.19396 2.85135
H 5.26711 -3.62576 2.22196
H 5.58144 -2.05162 1.48930
H 5.14686 -3.42907 0.47262
H 2.80344 -3.25518 3.56343
H 3.14785 -1.71450 -0.30740
H 0.11902 -2.73279 3.79526
H -0.71699 -2.63196 2.23657
H -0.21685 -1.16043 3.05706
*
```

As for the HOMO energy: -6.89 eV. As for the total energy: -39525.286 eV. The orbital gap is 7.0830 eV.

Record 2
DFT (wB97M-V/def2-TZVPD) results for a cluster of 2 separate species, C25H46Cl3F3N4O4P2 in total.

Geometry as ORCA input:
```
! wB97M-V def2-TZVPD RIJCOSX def2/J DEFGRID3
* xyz 0 1
C -6.53140 1.26100 1.35149
C -5.39441 0.92026 0.75597
C -4.03607 0.63059 -0.10642
N -2.83123 0.50578 0.70964
P -3.39097 0.31882 2.34371
N -3.07113 1.76220 3.38492
O -2.44268 -0.85394 3.26301
C -1.51673 0.21222 0.16113
C -0.52036 1.02578 1.19077
C -0.61909 2.58173 1.41782
C -1.82416 3.51054 0.98268
Cl 0.93990 3.44988 0.77413
C -1.35305 0.97846 -1.25405
C 0.13073 1.38633 -1.73831
C -2.08325 0.44913 -2.59218
C -2.62180 1.73371 -3.47391
C -1.12760 -1.42296 0.10055
C 0.06110 -1.80329 1.18179
C 0.63837 -3.29041 1.18500
C 1.59510 -3.40067 2.52766
C 2.90709 -2.48076 2.49000
C 3.84631 -2.63274 1.19327
N 4.65058 -3.90735 1.17781
O -2.36262 -2.00032 0.49707
C -2.57667 -3.36906 0.70532
P -2.76496 -4.03394 2.46799
N -1.54463 -3.77395 3.46587
C -0.43596 -1.92618 -1.25759
Cl 1.37440 -1.71040 -1.68932
C -1.10071 -2.62489 -2.35312
C -2.66045 -2.90989 -2.40631
Cl -0.19056 -3.22170 -3.86552
H -7.21879 1.83349 2.08941
H -4.26558 -0.36779 -0.67255
H -4.04151 1.44783 -0.93178
H -3.49698 2.60624 2.99927
H -2.08528 1.83093 3.64665
H -2.71571 -0.69339 4.20054
H 0.60606 0.87254 0.91694
H -0.56757 0.55620 2.26273
H -0.47883 2.79954 2.56478
H -1.86259 4.44172 1.68213
H -2.87696 3.07088 0.94418
H -1.59774 3.93440 -0.08190
H -1.89966 2.00999 -1.13367
H 1.01201 0.97746 -1.14802
H 0.33238 1.08316 -2.84983
H 0.23882 2.54960 -1.75847
H -1.38601 -0.10858 -3.33809
H -3.00120 -0.21456 -2.45137
H -3.16626 1.40712 -4.43628
H -1.66152 2.29171 -3.83542
H -3.21027 2.48934 -2.83350
H 1.03192 -1.18044 0.98446
H -0.22109 -1.56099 2.26701
H 1.33530 -3.59224 0.32586
H -0.09150 -4.15649 1.34404
H 0.99944 -3.28326 3.50235
H 1.96122 -4.51163 2.51672
H 3.52270 -2.70209 3.44870
H 2.54987 -1.37059 2.55842
H 3.30350 -2.49756 0.18912
H 4.62560 -1.76313 1.25000
H 5.59490 -3.62501 0.85657
H 4.18194 -4.50344 0.45944
H -1.80347 -3.98931 0.08255
H -3.59420 -3.65003 0.18782
H -2.92429 -5.47761 2.34660
H -3.93786 -3.42259 3.05407
H -1.83341 -3.21243 4.28293
H -3.06641 -2.92282 -3.49708
H -3.34489 -2.21766 -1.80680
H -2.84084 -3.98661 -1.98995
C 3.47848 3.79939 -1.26840
C 4.91278 4.05047 -0.84432
O 5.83160 3.44978 -1.77164
C 6.05268 4.13871 -2.91659
O 5.52693 5.19370 -3.18535
C 7.07741 3.41716 -3.78664
F 6.82512 2.09191 -3.89678
F 8.33085 3.52634 -3.28588
F 7.12675 3.89919 -5.04652
H 3.29755 2.72873 -1.39805
H 2.78149 4.18932 -0.52338
H 3.25858 4.27626 -2.22709
H 5.09446 3.58197 0.12615
H 5.12056 5.11819 -0.72985
*
```

As for the HOMO energy: -8.05 eV. As for the total energy: -105107.594 eV. The orbital gap is 8.3766 eV.

Record 3
DFT (wB97M-V/def2-TZVPD) results for a structure of composition C3H6N.

Geometry as ORCA input:
```
! wB97M-V def2-TZVPD RIJCOSX def2/J DEFGRID3
* xyz 1 1
C 1.41828 -0.68930 -0.02477
C 1.02879 0.65872 -0.04549
C -1.33982 -0.15990 0.05270
N -0.11243 0.11059 0.66163
H 1.53418 -1.74577 0.04847
H 1.63297 1.34608 0.57575
H 0.94307 1.12892 -1.04597
H -2.07712 0.34133 0.68899
H -1.60003 -1.21820 0.05796
H -1.42788 0.22751 -0.96928
*
```

As for the HOMO energy (spin up / spin down): -15.82 / -15.83 eV. As for the total energy: -4684.500 eV. The orbital gap (spin up / spin down) is 7.6751 / 7.6760 eV.

Record 4
DFT (wB97M-V/def2-TZVPD) results for a structure of composition C52H51N6O3P2ScSeSi2.

Geometry as ORCA input:
```
! wB97M-V def2-TZVPD RIJCOSX def2/J DEFGRID3
* xyz 0 1
Sc 0.40616 -0.50872 -0.57656
C 4.07399 0.38482 -0.63283
Si 3.17638 1.33992 0.72103
C 3.80438 0.65464 2.36638
C 3.76945 3.12042 0.59125
N 1.48610 1.14086 0.51694
P 0.11112 1.93629 0.85736
C -1.20673 1.06390 0.23222
P -1.81954 -0.24083 1.14344
N -1.14769 -1.62349 0.59236
Si -1.52465 -3.25370 1.02516
C 0.02003 -4.30782 0.93564
C -2.28083 -3.53900 2.73100
C -2.72129 -4.04088 -0.19452
C -3.63245 -0.31484 0.85942
C -4.14125 0.32336 -0.26695
C -5.48117 0.20585 -0.60819
C -6.33335 -0.55616 0.17938
C -5.83845 -1.19843 1.30659
C -4.49723 -1.07959 1.64338
C -1.65313 -0.21265 2.95569
C -2.62366 0.28890 3.81451
C -2.40549 0.30533 5.18521
C -1.20692 -0.15756 5.70453
C -0.22352 -0.64354 4.85112
C -0.44569 -0.67315 3.48452
C 0.12397 3.56609 -0.00639
C -0.51211 3.67639 -1.23745
C -0.48700 4.86259 -1.95569
C 0.18479 5.96481 -1.44433
C 0.82327 5.87090 -0.21481
C 0.78902 4.68169 0.50052
C 0.02509 2.57391 2.56660
C 1.15450 2.71188 3.36575
C 1.06060 3.26747 4.63464
C -0.16964 3.69308 5.11219
C -1.29853 3.57807 4.31243
C -1.20143 3.02337 3.04642
H 5.07322 0.79853 -0.79027
H 4.19797 -0.66822 -0.37602
H 3.54893 0.41659 -1.58895
H 4.54547 -0.13033 2.19903
H 4.28693 1.42939 2.96778
H 2.99065 0.22855 2.95657
H 4.84287 3.12380 0.38448
H 3.27419 3.67657 -0.20736
H 3.61049 3.67969 1.51618
H 0.68513 -4.11902 1.78110
H -0.25737 -5.36496 0.96030
H 0.57499 -4.13174 0.01189
H -2.25425 -2.66337 3.37859
H -3.32250 -3.85349 2.63492
H -1.73984 -4.33714 3.24445
H -2.29700 -4.08889 -1.19994
H -2.92741 -5.06660 0.12346
H -3.67673 -3.50994 -0.24502
H -3.45503 0.92219 -0.85470
H -5.86199 0.71405 -1.48567
H -7.38064 -0.64564 -0.07959
H -6.49794 -1.79420 1.92501
H -4.12542 -1.58422 2.52570
H -3.55775 0.66288 3.41437
H -3.17098 0.68724 5.84897
H -1.03871 -0.14351 6.77384
H 0.71117 -1.01027 5.25718
H 0.30794 -1.06569 2.80913
H -1.03409 2.80074 -1.60284
H -0.99878 4.93184 -2.90830
H 0.20234 6.89590 -1.99651
H 1.34250 6.72967 0.19175
H 1.27667 4.62831 1.46593
H 2.11788 2.39694 2.99231
H 1.94854 3.37628 5.24484
H -0.24962 4.11554 6.10579
H -2.25856 3.91731 4.68106
H -2.07557 2.94147 2.40992
Se -0.09678 -0.35764 -8.50986
N -1.11150 -1.09280 -7.24374
C -0.70169 -0.61660 -6.10033
C -1.28029 -0.98449 -4.81031
C -2.40168 -1.80855 -4.70414
C -2.89450 -2.09246 -3.45387
C -2.23056 -1.57694 -2.34071
N -1.15335 -0.81594 -2.42663
C -0.69568 -0.49696 -3.64573
C 0.40333 0.48414 -3.70466
N 0.83735 0.97932 -2.53547
C 1.72950 1.95668 -2.56259
C 2.26839 2.47389 -3.73856
C 1.86341 1.93745 -4.93671
C 0.90426 0.92451 -4.92748
C 0.39171 0.32613 -6.15801
N 0.85510 0.59912 -7.34677
H -2.86316 -2.18907 -5.60582
H -3.77120 -2.70955 -3.31579
H -2.58459 -1.77516 -1.34141
H 2.01808 2.35596 -1.60103
H 2.98598 3.28047 -3.69066
H 2.24987 2.28607 -5.88527
C 3.27003 -2.90960 1.98441
C 2.60223 -2.45987 0.71176
O 1.70594 -1.61313 0.80850
C 3.01240 -3.02969 -0.56162
C 4.03092 -4.00082 -0.61524
C 4.42083 -4.57052 -1.80007
C 3.78355 -4.17222 -2.98490
C 2.79296 -3.22352 -2.96863
C 2.37935 -2.61766 -1.76143
O 1.44678 -1.71321 -1.79159
H 2.77951 -2.42365 2.82424
H 4.32530 -2.63153 1.97981
H 3.20095 -3.99158 2.09672
H 4.51697 -4.30661 0.30137
H 5.20135 -5.31791 -1.82117
H 4.07920 -4.61901 -3.92629
H 2.29624 -2.90881 -3.87787
O -3.36502 2.71240 -3.53209
C -2.71634 1.92891 -3.04768
*
```

As for the HOMO energy: -7.15 eV. As for the total energy: -190224.178 eV. The orbital gap is 6.3360 eV.

Record 5
DFT (wB97M-V/def2-TZVPD) results for a structure of composition C26H23AsAuO7P2S6Te.

Geometry as ORCA input:
```
! wB97M-V def2-TZVPD RIJCOSX def2/J DEFGRID3
* xyz -1 1
Au -0.03398 -0.27838 0.81345
O 3.31815 1.09492 0.13386
P 2.73420 -0.05653 -0.81676
O 3.73032 -0.60476 -1.74307
O 2.02453 -1.06503 0.13815
O 1.51726 0.67822 -1.61210
P 0.96966 2.18395 -1.23108
O 0.11412 2.50984 -2.55259
O 2.15366 3.08676 -1.13174
O 0.03171 2.02043 -0.07218
H 3.17426 1.99332 -0.29001
H 0.69798 2.91524 -3.20757
Te 1.87671 0.32822 2.74611
C 0.60719 -0.05503 4.37523
C -0.47344 0.70884 4.73682
C -1.14834 0.22758 5.88979
C -0.58148 -0.90929 6.38489
S 0.77430 -1.38768 5.45712
H -0.77075 1.58451 4.17326
H -2.01537 0.70344 6.32883
H -0.88634 -1.49466 7.24038
C -5.35190 -0.83827 2.76997
S -5.46632 0.83733 2.08033
C -4.57450 0.69809 0.57278
C -3.24014 0.52527 0.42282
S -2.16770 0.21686 1.76429
S -2.68236 0.58972 -1.23594
C -4.22098 0.67815 -2.01336
S -4.40878 0.61855 -3.64700
S -5.51351 0.87053 -0.89206
H -5.88296 -0.80469 3.72125
H -4.31144 -1.10960 2.93166
H -5.83789 -1.54516 2.10129
C 0.38070 -6.11429 1.68616
C 0.62882 -4.87615 2.25791
C 0.42485 -3.71793 1.51796
C -0.02143 -3.79728 0.20479
C -0.26120 -5.04419 -0.36784
C -0.06072 -6.19934 0.37054
As -0.38991 -2.18412 -0.80988
C -2.21339 -2.61669 -1.35485
C -3.15519 -2.62611 -0.32293
C -4.50044 -2.79456 -0.60635
C -4.92311 -2.93022 -1.92367
C -3.98966 -2.94243 -2.94719
C -2.63676 -2.79306 -2.66477
C 0.64383 -2.41057 -2.41312
C 1.78427 -3.20515 -2.41226
C 2.60126 -3.24030 -3.53192
C 2.28656 -2.47882 -4.64627
C 1.14130 -1.69316 -4.65410
C 0.32496 -1.64789 -3.53622
H 0.52428 -7.01828 2.26621
H 0.97767 -4.80505 3.28093
H 0.61787 -2.74765 1.95838
H -0.61154 -5.10231 -1.39078
H -0.25574 -7.16601 -0.07648
H -2.82332 -2.48480 0.69918
H -5.22287 -2.81398 0.20039
H -5.97844 -3.02403 -2.14924
H -4.31082 -3.06166 -3.97455
H -1.91658 -2.82198 -3.47020
H 2.05459 -3.76370 -1.52691
H 3.50525 -3.83564 -3.51965
H 2.94917 -2.47432 -5.50310
H 0.89563 -1.09712 -5.52411
H -0.53522 -0.98910 -3.52149
*
```

As for the HOMO energy (spin up / spin down): -5.27 / -5.27 eV. As for the total energy: -197089.935 eV. The orbital gap (spin up / spin down) is 5.2326 / 5.2294 eV.

Record 6
DFT (wB97M-V/def2-TZVPD) results for the molecule C5H10FN.

Geometry as ORCA input:
```
! wB97M-V def2-TZVPD RIJCOSX def2/J DEFGRID3
* xyz 0 1
C -0.39545 0.61064 1.01181
C -0.92589 1.64764 0.07946
C -0.12739 -1.44951 -1.05769
C 0.94627 -0.33276 -0.86444
C 1.03467 0.01643 0.63282
N -1.12769 0.12445 1.88959
F 1.35166 -1.05353 1.44904
H -1.47240 2.48583 0.58310
H -1.70947 1.00941 -0.37367
H -0.32875 2.11338 -0.75374
H 0.24422 -2.40565 -0.66085
H -0.89123 -1.01601 -0.30326
H -0.42443 -1.63437 -2.06713
H 0.71706 0.62231 -1.40257
H 1.83130 -0.81301 -1.31837
H 1.91370 0.71102 0.79232
H -0.63618 -0.63626 2.36357
*
```

As for the HOMO energy: -9.97 eV. As for the total energy: -9553.557 eV. The orbital gap is 10.9639 eV.

Record 7
DFT (wB97M-V/def2-TZVPD) results for the ion C8H9ClIN2O with charge +1.

Geometry as ORCA input:
```
! wB97M-V def2-TZVPD RIJCOSX def2/J DEFGRID3
* xyz 1 1
C -1.86708 -1.81951 -0.19083
C -1.94938 -0.48566 0.03392
C -0.69369 0.16783 0.30087
C 0.48664 -2.43564 -0.00143
C 0.15041 -0.10367 1.29550
C -0.07601 1.27913 -0.52467
C 1.39281 1.21426 -0.07419
C -0.55010 2.69762 -0.09580
N -0.69671 -2.48775 -0.06169
N 1.74590 -2.54374 -0.24907
O 1.32082 0.57265 1.22379
Cl 2.49942 0.34826 -1.24353
I -3.85840 0.31525 -0.20993
H -2.70925 -2.48968 -0.25291
H 0.06755 -0.87156 2.06993
H -0.13693 0.87187 -1.50784
H 1.99319 2.06170 0.12723
H -0.15375 3.45049 -0.81929
H -0.08702 2.83399 0.94271
H -1.54968 2.59483 -0.08363
H 2.21482 -2.04278 -1.05296
H 2.45643 -3.12789 0.37384
*
```

As for the HOMO energy: -12.65 eV. As for the total energy: -34082.629 eV. The orbital gap is 7.8679 eV.

Record 8
DFT (wB97M-V/def2-TZVPD) results for a cluster of 3 separate species, C4H12NO in total.

Geometry as ORCA input:
```
! wB97M-V def2-TZVPD RIJCOSX def2/J DEFGRID3
* xyz 1 1
C -1.08728 0.78608 2.08443
C -0.56307 0.19711 0.77483
C 0.68034 -0.00253 0.55461
C 1.82167 -0.19367 1.49141
O 1.13891 -0.32894 -1.94138
N -1.88198 -0.44557 -2.19199
H -1.74470 1.59079 1.75960
H -0.36214 1.23092 2.75939
H -1.72557 0.07053 2.60660
H -1.15829 0.64485 -0.04103
H 1.14217 -0.13794 -0.98420
H 1.37084 -0.31209 2.48092
H 2.47031 0.68247 1.49658
H 2.43630 -1.07703 1.32297
H -0.89502 -0.48272 -2.01113
H 1.97896 0.01789 -2.28006
H -2.11079 0.19376 -2.93628
H -2.32400 -1.34140 -2.31982
*
```

As for the HOMO energy: -13.23 eV. As for the total energy: -7868.367 eV. The orbital gap is 5.1480 eV.

Which formula does entry 5 have?
C26H23AsAuO7P2S6Te

Copy entry 3 word for word.
DFT (wB97M-V/def2-TZVPD) results for a structure of composition C3H6N.

Geometry as ORCA input:
```
! wB97M-V def2-TZVPD RIJCOSX def2/J DEFGRID3
* xyz 1 1
C 1.41828 -0.68930 -0.02477
C 1.02879 0.65872 -0.04549
C -1.33982 -0.15990 0.05270
N -0.11243 0.11059 0.66163
H 1.53418 -1.74577 0.04847
H 1.63297 1.34608 0.57575
H 0.94307 1.12892 -1.04597
H -2.07712 0.34133 0.68899
H -1.60003 -1.21820 0.05796
H -1.42788 0.22751 -0.96928
*
```

As for the HOMO energy (spin up / spin down): -15.82 / -15.83 eV. As for the total energy: -4684.500 eV. The orbital gap (spin up / spin down) is 7.6751 / 7.6760 eV.